A structure of composition C29H40AsClF6N2P2Pd. Source: OMol25; level of theory: wB97M-V/def2-TZVPD.

Spin multiplicity ... 4
Charge ... +1
Kohn-Sham gap (alpha / beta) ... 8.62 / 6.93 eV

Geometry (Å):
Pd 0.602095 -0.592762 0.188453
C 0.475760 -2.372107 -3.364976
C 0.393223 -0.831055 -3.426817
C -0.108651 -0.344284 -4.838808
P -0.512191 -0.120968 -1.991678
C -1.374423 1.481019 -2.365018
C -2.647802 1.375554 -3.218939
C -0.357060 2.583123 -2.935592
C -1.884620 -1.210769 -1.604577
C -2.594485 -1.901809 -2.538549
C -3.595070 -2.775370 -2.107767
C -3.895920 -2.859403 -0.777373
C -3.342777 -2.020432 0.149954
C -2.343914 -1.138464 -0.261438
N -1.624436 -0.295586 0.522748
C -2.121930 0.484491 1.533247
C -3.470127 0.551192 1.982392
C -3.827760 1.258919 3.116441
C -2.844909 2.030698 3.765682
C -1.553653 1.985841 3.397365
C -1.176276 1.231356 2.301810
P 0.594144 1.199967 1.764092
C 1.516401 0.876384 3.301823
C 0.785185 -0.230808 4.096179
C 2.929553 0.454638 2.807282
C 0.960632 2.976397 1.284817
C -0.021764 3.468719 0.156666
C 0.877595 4.029674 2.400924
H 1.027771 -2.688787 -4.254555
H -0.464569 -2.920075 -3.322864
H 1.051005 -2.619977 -2.530051
H 1.394046 -0.400901 -3.328495
H -1.072048 -0.702795 -5.100898
H 0.530203 -0.735663 -5.642812
H -0.195407 0.728753 -4.920848
H -1.713110 1.807977 -1.362788
H -2.453546 0.969396 -4.200120
H -3.209186 2.291946 -3.358029
H -3.342487 0.634094 -2.788465
H -0.512637 2.654425 -3.998509
H 0.702280 2.400552 -2.697402
H -0.622159 3.568815 -2.612102
H -2.384316 -1.864729 -3.618825
H -4.083837 -3.441978 -2.827136
H -4.656423 -3.567017 -0.422747
H -3.663037 -2.066568 1.193574
H -4.228495 0.048047 1.427816
H -4.848125 1.300915 3.381783
H -3.180104 2.540275 4.643273
H -0.783255 2.421112 4.024255
H 1.646751 1.739620 3.931005
H 0.389656 -0.994382 3.458543
H -0.025240 0.198957 4.615561
H 1.534920 -0.714243 4.792840
H 2.946332 -0.499241 2.297583
H 3.585521 0.494597 3.642453
H 3.256063 1.182931 2.061380
H 1.977172 2.986056 0.885570
H -1.068589 3.506574 0.557392
H -0.038497 2.919435 -0.780937
H 0.124482 4.540747 -0.061859
H -0.173679 4.167389 2.622407
H 1.303152 4.966848 2.004612
H 1.376270 3.847944 3.379231
F 1.307347 -2.283357 2.270619
As 0.377794 -3.720974 1.792967
F 0.068892 -4.097246 3.426832
F -1.063309 -2.774253 1.758570
F -0.411825 -5.136782 1.199629
F 0.651624 -3.148601 0.095921
F 1.940447 -4.498984 1.673247
Cl 5.571702 1.053135 -2.129869
C 4.729594 -0.132300 -1.194165
C 5.403705 -1.330931 -0.810039
C 4.693314 -2.324252 -0.143372
C 3.363797 -2.054789 0.181492
N 2.726669 -0.958408 -0.212436
C 3.401719 -0.031643 -0.902482
H 6.416045 -1.505443 -1.159774
H 5.190901 -3.227477 0.144357
H 2.770203 -2.714129 0.749994
H 2.897684 0.891231 -1.169665

Atomic forces in eV per Å
Pd -0.41 0.04 0.00
C -0.06 0.89 -1.18
C -0.85 0.38 -1.58
C 0.68 -0.30 0.51
P 0.21 0.22 0.17
C 0.61 1.43 -0.10
C -0.22 -1.28 0.18
C -0.81 -1.27 0.07
C -0.03 0.93 0.41
C -0.57 -1.14 -1.00
C 0.17 -0.34 -1.19
C -1.42 -0.84 0.75
C -0.03 0.67 0.84
C 0.05 -0.85 -0.65
N 0.03 0.87 1.10
C 0.43 -0.03 0.95
C 0.12 0.01 0.01
C 1.71 0.40 -1.50
C -2.66 -0.79 0.89
C 1.71 -0.41 -0.34
C 0.80 -0.21 -1.17
P -0.85 1.24 0.26
C 0.41 -1.59 -0.62
C 2.06 -0.07 0.28
C -0.97 0.75 -0.44
C -0.53 0.29 -0.70
C -0.73 0.43 1.06
C 0.30 0.04 0.45
H -0.08 -0.09 0.09
H 0.06 0.31 -0.05
H 0.88 -0.78 1.48
H 0.10 -0.24 0.13
H -1.10 -0.61 0.09
H 0.20 0.25 0.41
H 0.38 0.30 0.01
H 0.31 -0.19 -0.27
H 0.29 0.08 -0.45
H 0.25 0.41 0.25
H 0.17 0.45 0.10
H 0.32 -0.32 -0.57
H -0.38 -0.02 -0.16
H -0.19 0.49 0.58
H 0.10 0.10 0.71
H 0.12 0.40 0.29
H 0.39 0.22 -0.29
H 0.29 -0.03 -0.37
H -0.41 -0.33 -0.28
H -0.86 0.02 0.50
H 0.15 0.52 0.42
H -0.13 0.28 -0.17
H -0.18 0.58 0.03
H -0.11 -0.32 -0.20
H -0.81 0.37 0.98
H -1.01 0.51 -0.59
H -0.11 -0.31 0.35
H 0.80 -0.23 0.57
H 0.33 0.14 0.08
H 0.06 -0.25 -0.06
H 0.69 -0.47 -0.19
H 0.36 -0.07 0.54
H 0.52 -0.44 -0.04
H -0.20 0.40 0.09
H -0.31 -0.28 0.19
H -0.08 -0.27 -0.84
F -0.32 0.04 -0.29
As 0.80 -0.88 -0.83
F 0.35 -0.15 0.00
F -0.24 0.24 0.02
F 0.16 0.62 0.19
F -0.33 0.05 0.21
F -0.68 -0.01 0.30
Cl -0.26 -0.02 0.24
C 1.27 -1.83 0.12
C -0.73 0.36 -0.70
C 0.12 1.52 -0.21
C 0.38 -0.05 -0.39
N 0.29 0.24 -0.31
C -0.19 1.02 0.10
H 0.00 0.15 0.28
H -0.07 -0.38 0.16
H -0.17 -0.81 0.38
H -0.30 -0.17 -0.07

Here is what Mulliken gives for the atomic charges, in e: atom 1 (Pd): 0.305, atom 2 (C): -1.443, atom 3 (C): 0.651, atom 4 (C): -1.528, atom 5 (P): 1.231, atom 6 (C): 0.813, atom 7 (C): -1.417, atom 8 (C): -1.993, atom 9 (C): -0.362, atom 10 (C): -0.188, atom 11 (C): -0.834, atom 12 (C): -1.111, atom 13 (C): -0.403, atom 14 (C): -0.440, atom 15 (N): 1.463, atom 16 (C): -0.603, atom 17 (C): -0.925, atom 18 (C): -1.018, atom 19 (C): -0.941, atom 20 (C): -0.654, atom 21 (C): 0.200, atom 22 (P): 1.187, atom 23 (C): 0.653, atom 24 (C): -1.624, atom 25 (C): -1.838, atom 26 (C): 0.297, atom 27 (C): -0.771, atom 28 (C): -1.701, atom 29 (H): 0.512, atom 30 (H): 0.278, atom 31 (H): 0.232, atom 32 (H): 0.262, atom 33 (H): 0.304, atom 34 (H): 0.455, atom 35 (H): 0.348, atom 36 (H): 0.158, atom 37 (H): 0.259, atom 38 (H): 0.480, atom 39 (H): 0.302, atom 40 (H): 0.577, atom 41 (H): 0.371, atom 42 (H): 0.484, atom 43 (H): 0.345, atom 44 (H): 0.446, atom 45 (H): 0.432, atom 46 (H): 0.639, atom 47 (H): 0.721, atom 48 (H): 0.478, atom 49 (H): 0.466, atom 50 (H): 0.601, atom 51 (H): 0.855, atom 52 (H): 0.288, atom 53 (H): 0.420, atom 54 (H): 0.446, atom 55 (H): 0.223, atom 56 (H): 0.554, atom 57 (H): 0.530, atom 58 (H): 0.710, atom 59 (H): 0.251, atom 60 (H): -0.436, atom 61 (H): 0.640, atom 62 (H): 0.434, atom 63 (H): 0.468, atom 64 (H): 0.299, atom 65 (F): -0.503, atom 66 (As): 2.121, atom 67 (F): -0.491, atom 68 (F): -0.481, atom 69 (F): -0.486, atom 70 (F): -0.522, atom 71 (F): -0.532, atom 72 (Cl): -0.202, atom 73 (C): -0.147, atom 74 (C): -0.380, atom 75 (C): -1.130, atom 76 (C): -0.392, atom 77 (N): 0.839, atom 78 (C): -0.602, atom 79 (H): 0.444, atom 80 (H): 0.539, atom 81 (H): 0.658, atom 82 (H): 0.428

---

A structure of composition C29H40Cl2HfN2O3P2STe. Source: OMol25; level of theory: wB97M-V/def2-TZVPD.

Energy above the lowest of the compared OMol25 structures with the same formula, charge and spin ... 0.0 kcal per mole
Charge ... +2
Kohn-Sham gap ... 8.35 eV

Geometry (Å):
Hf -0.407304 -0.084560 0.089742
C 0.884337 2.786697 1.425078
C 0.387474 1.985315 2.613030
N 0.484692 0.521410 2.396392
C 1.755534 -0.069874 2.854579
C 2.933066 0.305725 1.973258
S 2.573013 0.050923 0.214840
C 2.876376 1.676637 -0.540496
C 1.605915 2.460928 -0.878434
N 0.536351 2.194787 0.103652
H 1.964832 2.895559 1.462301
H 0.475484 3.796849 1.480326
H -0.652436 2.218360 2.817106
H 0.961159 2.266780 3.501353
H -0.236897 0.111875 2.989421
H 1.630792 -1.151901 2.856087
H 1.969243 0.236748 3.883618
H 3.780684 -0.334344 2.217008
H 3.247915 1.336571 2.123433
H 3.451288 1.498227 -1.447579
H 3.532471 2.218743 0.138476
H 1.228215 2.192580 -1.863534
H 1.838795 3.528919 -0.910931
H -0.307113 2.656028 -0.231771
Cl 1.168057 -0.350417 -2.461445
C 1.118494 -2.023854 -3.034963
C 1.304573 -2.187875 -4.394931
C 1.303821 -3.479885 -4.899437
C 1.121826 -4.561678 -4.049555
C 0.930476 -4.356766 -2.692058
C 0.923245 -3.069374 -2.150746
P 0.678275 -2.812747 -0.364047
C 2.286818 -3.181843 0.385929
C 3.433893 -3.361065 -0.379987
C 4.659492 -3.570815 0.240134
C 4.747774 -3.598168 1.625089
C 3.605184 -3.416965 2.397421
C 2.382348 -3.204533 1.778764
C -0.413217 -4.215342 0.034736
C -1.676498 -4.208846 -0.568392
C -2.562178 -5.255444 -0.374715
C -2.193572 -6.326311 0.432639
C -0.938705 -6.349616 1.021532
C -0.044919 -5.302770 0.820442
H 1.446064 -1.332811 -5.040620
H 1.444306 -3.634460 -5.960748
H 1.124513 -5.567968 -4.445018
H 0.781336 -5.208513 -2.040219
H 3.383296 -3.342760 -1.461659
H 5.545594 -3.717786 -0.362555
H 5.702879 -3.769001 2.103507
H 3.665101 -3.454786 3.477262
H 1.492166 -3.080967 2.388347
H -1.965488 -3.391150 -1.220739
H -3.531965 -5.240191 -0.853978
H -2.881840 -7.145895 0.590461
H -0.642541 -7.193053 1.630599
H 0.940725 -5.362937 1.261525
C -6.588656 0.593656 0.891260
C -5.508269 0.222016 1.861310
O -4.260302 0.875802 1.433158
P -2.846582 0.394543 1.839598
O -1.838649 1.162067 0.938257
Te -2.277424 -1.886187 1.525598
O -2.559277 0.884941 3.299178
C -3.030958 0.187236 4.499501
C -1.843637 -0.325830 5.260289
H -7.517137 0.108356 1.193540
H -6.340877 0.262716 -0.116491
H -6.752055 1.670092 0.879713
H -5.328755 -0.854994 1.886399
H -5.716058 0.576297 2.870104
H -3.719010 -0.607936 4.209392
H -3.588821 0.931189 5.063141
H -1.305212 -1.090872 4.695619
H -2.181010 -0.772415 6.196401
H -1.168713 0.494887 5.509255
Cl -1.503152 1.381687 -2.114449
C -1.808308 -0.369571 -1.638980
H -1.610957 -0.968415 -2.525426
H -2.868902 -0.430557 -1.405796

Atomic forces in eV per Å
Hf 1.39 0.84 -0.41
C 0.06 0.11 -0.14
C -0.01 -0.13 0.03
N -0.29 -0.26 0.15
C -0.08 0.07 -0.01
C 0.09 0.00 0.11
S -0.23 -0.27 -0.14
C 0.01 0.09 -0.03
C -0.03 -0.03 0.07
N -0.27 -0.12 0.07
H 0.02 -0.02 0.02
H 0.04 0.01 0.04
H 0.01 -0.01 -0.04
H 0.01 0.04 -0.01
H 0.04 0.01 -0.03
H 0.00 0.13 0.00
H 0.04 0.00 0.00
H 0.00 0.03 0.02
H -0.01 0.00 0.00
H 0.00 -0.01 0.01
H -0.01 0.01 0.00
H 0.01 -0.02 0.00
H 0.03 0.00 0.00
H 0.05 0.01 0.04
Cl -0.03 -0.24 -0.06
C 0.06 0.35 -0.10
C -0.01 -0.16 0.03
C 0.01 0.05 -0.04
C -0.01 0.01 0.07
C 0.00 -0.09 -0.06
C 0.06 -0.01 0.03
P -0.29 0.13 -0.05
C 0.00 0.03 0.04
C 0.08 -0.07 -0.02
C -0.05 0.02 0.04
C -0.04 0.02 -0.02
C -0.01 -0.02 -0.08
C 0.00 -0.09 0.03
C -0.10 -0.01 -0.09
C -0.02 -0.04 -0.14
C 0.11 -0.04 0.06
C -0.01 0.04 -0.02
C 0.02 0.02 -0.01
C 0.03 -0.03 0.04
H 0.00 0.00 0.01
H 0.00 -0.01 0.01
H 0.00 0.00 0.01
H -0.01 0.02 0.00
H -0.01 0.00 0.02
H 0.00 0.00 0.00
H 0.00 0.00 0.00
H 0.01 0.00 0.01
H -0.02 -0.12 -0.05
H 0.03 0.01 0.02
H 0.01 0.01 0.00
H 0.01 0.00 0.00
H 0.00 0.01 0.01
H 0.02 0.06 0.02
C -0.12 0.03 -0.09
C 0.25 0.04 0.10
O -0.43 -0.09 -0.28
P 0.39 0.26 -0.38
O -0.65 -0.38 0.49
Te -0.01 -0.06 0.25
O 0.18 0.19 0.44
C -0.11 0.19 -0.16
C 0.08 -0.06 0.18
H 0.00 0.02 -0.01
H 0.01 -0.01 0.01
H 0.02 -0.01 0.01
H -0.03 -0.02 -0.02
H -0.05 0.01 0.00
H 0.05 -0.09 -0.01
H 0.00 0.01 0.01
H -0.05 0.01 0.01
H 0.04 -0.02 -0.01
H 0.00 -0.01 -0.01
Cl 0.01 -0.25 0.10
C -0.30 -0.20 -0.04
H 0.05 0.02 -0.02
H -0.02 0.08 -0.02

Here is what Mulliken gives for the atomic charges, in e: atom 1 (Hf): 0.303, atom 2 (C): -0.922, atom 3 (C): -0.792, atom 4 (N): 0.472, atom 5 (C): -0.807, atom 6 (C): -1.088, atom 7 (S): 0.448, atom 8 (C): -0.991, atom 9 (C): -0.883, atom 10 (N): -0.257, atom 11 (H): 0.317, atom 12 (H): 0.486, atom 13 (H): 0.349, atom 14 (H): 0.653, atom 15 (H): -0.385, atom 16 (H): -0.014, atom 17 (H): 0.579, atom 18 (H): 0.735, atom 19 (H): 0.588, atom 20 (H): 0.454, atom 21 (H): 0.581, atom 22 (H): 0.425, atom 23 (H): 0.469, atom 24 (H): 0.503, atom 25 (Cl): 0.045, atom 26 (C): 0.718, atom 27 (C): -0.624, atom 28 (C): -0.535, atom 29 (C): -0.941, atom 30 (C): -0.029, atom 31 (C): -0.955, atom 32 (P): 2.106, atom 33 (C): 0.400, atom 34 (C): -0.663, atom 35 (C): -0.795, atom 36 (C): -0.648, atom 37 (C): -0.801, atom 38 (C): -1.047, atom 39 (C): 0.131, atom 40 (C): -0.291, atom 41 (C): -0.624, atom 42 (C): -0.691, atom 43 (C): -0.736, atom 44 (C): -0.446, atom 45 (H): 0.526, atom 46 (H): 0.431, atom 47 (H): 0.467, atom 48 (H): 0.526, atom 49 (H): 0.406, atom 50 (H): 0.479, atom 51 (H): 0.440, atom 52 (H): 0.459, atom 53 (H): 0.823, atom 54 (H): 0.297, atom 55 (H): 0.483, atom 56 (H): 0.425, atom 57 (H): 0.454, atom 58 (H): 0.454, atom 59 (C): -1.372, atom 60 (C): -0.012, atom 61 (O): -0.317, atom 62 (P): 1.058, atom 63 (O): -0.792, atom 64 (Te): 0.037, atom 65 (O): -0.307, atom 66 (C): -0.380, atom 67 (C): -0.969, atom 68 (H): 0.407, atom 69 (H): 0.318, atom 70 (H): 0.332, atom 71 (H): 0.342, atom 72 (H): 0.279, atom 73 (H): 0.373, atom 74 (H): 0.384, atom 75 (H): 0.106, atom 76 (H): 0.451, atom 77 (H): 0.298, atom 78 (Cl): -0.138, atom 79 (C): -0.819, atom 80 (H): 0.570, atom 81 (H): 0.682

---

Results for calculated total energy: -5344.18919; -3781.33464 (in Ha, following the order of the records).